{
  "formula": "C31H42O30",
  "method": "ωB97M-V/def2-TZVPD",
  "symbols": ["C", "C", "C", "O", "C", "O", "O", "H", "H", "H", "H", "H", "H", "O", "C", "O", "C", "C", "O", "H", "H", "H", "H", "O", "C", "O", "C", "C", "O", "H", "H", "H", "H", "O", "C", "O", "C", "C", "O", "H", "H", "H", "H", "O", "C", "O", "C", "C", "O", "H", "H", "H", "H", "O", "C", "O", "C", "C", "O", "H", "H", "H", "H", "O", "C", "O", "C", "C", "O", "H", "H", "H", "H", "O", "C", "O", "C", "C", "O", "H", "H", "H", "H", "O", "C", "O", "C", "C", "O", "H", "H", "H", "H", "O", "C", "O", "C", "C", "O", "H", "H", "H", "H"],
  "positions_angstrom": [[-4.440, -3.853, 5.591], [-4.334, -4.914, 6.666], [-3.139, -5.853, 6.490], [-2.532, -5.821, 7.810], [-3.062, -4.824, 8.628], [-2.766, -4.742, 9.816], [-4.064, -4.270, 7.892], [-3.426, -3.470, 5.471], [-5.157, -3.079, 5.864], [-4.762, -4.205, 4.611], [-5.288, -5.432, 6.760], [-2.481, -5.494, 5.698], [-3.401, -6.882, 6.240], [-1.243, -7.004, -3.379], [-1.651, -8.152, -3.198], [-2.666, -8.484, -2.451], [-3.037, -9.782, -2.795], [-1.697, -10.381, -3.064], [-1.054, -9.277, -3.623], [-3.563, -10.310, -2.000], [-3.504, -9.806, -3.780], [-1.761, -11.225, -3.751], [-1.097, -10.660, -2.197], [2.419, -2.591, 5.722], [2.193, -2.017, 6.783], [3.025, -1.485, 7.573], [2.494, -0.631, 8.613], [1.054, -1.141, 8.606], [1.020, -2.026, 7.460], [3.139, -0.749, 9.484], [2.522, 0.431, 8.369], [0.416, -0.280, 8.407], [0.868, -1.626, 9.564], [2.826, 5.866, 6.061], [3.544, 4.986, 5.518], [4.489, 4.198, 6.019], [5.026, 3.349, 5.038], [4.440, 3.850, 3.736], [3.432, 4.685, 4.178], [6.100, 3.251, 4.879], [4.626, 2.354, 5.236], [4.082, 3.044, 3.095], [5.353, 4.225, 3.273], [-6.800, -0.451, 0.388], [-6.208, -0.945, -0.575], [-6.687, -1.997, -1.262], [-5.741, -2.448, -2.216], [-4.906, -1.257, -2.386], [-5.194, -0.405, -1.312], [-5.039, -3.236, -1.943], [-6.268, -2.821, -3.094], [-4.973, -0.881, -3.407], [-3.906, -1.668, -2.248], [-4.106, 8.972, -5.323], [-4.098, 7.814, -4.910], [-5.054, 7.279, -4.097], [-4.776, 5.992, -3.749], [-3.762, 5.652, -4.770], [-3.341, 6.781, -5.399], [-4.385, 5.866, -2.740], [-5.628, 5.312, -3.777], [-4.126, 4.967, -5.536], [-2.950, 5.154, -4.241], [-1.210, 10.819, 0.569], [-0.297, 10.257, -0.143], [0.464, 10.752, -1.015], [1.420, 9.885, -1.671], [1.191, 8.662, -0.798], [-0.075, 8.908, -0.170], [1.097, 9.712, -2.698], [2.448, 10.179, -1.456], [2.045, 8.459, -0.152], [1.151, 7.865, -1.541], [-2.406, 0.589, -8.306], [-1.213, 0.459, -8.109], [-0.437, -0.604, -8.427], [0.819, -0.333, -7.949], [0.865, 0.995, -7.212], [-0.408, 1.438, -7.544], [0.993, -0.915, -7.044], [1.683, -0.498, -8.592], [1.597, 1.754, -7.487], [1.127, 0.670, -6.205], [0.726, 1.814, -1.336], [0.860, 0.632, -0.911], [1.891, -0.190, -1.199], [2.000, -1.286, -0.311], [0.492, -1.362, -0.017], [0.058, -0.013, -0.152], [2.455, -2.039, -0.954], [2.614, -1.020, 0.549], [0.269, -1.534, 1.036], [0.001, -2.030, -0.725], [7.600, -1.921, -5.690], [7.853, -1.455, -4.580], [8.802, -2.002, -3.807], [8.970, -1.302, -2.607], [7.891, -0.197, -2.728], [7.118, -0.578, -3.806], [8.948, -2.091, -1.855], [9.927, -0.807, -2.445], [8.408, 0.740, -2.931], [7.270, 0.135, -1.896]],
  "forces_ev_per_a": [[0.2593, 0.0581, -0.1037], [-0.2853, -0.1714, -0.9028], [-0.1804, 0.1489, 0.8872], [0.5219, 0.3249, -0.0487], [-0.1793, -2.6871, 0.5833], [-0.9251, 0.8224, -3.6531], [0.3096, 1.3898, 2.1792], [-0.1537, 0.5475, -0.0794], [0.2608, 0.0842, 0.1800], [0.0222, -0.4764, 0.1150], [0.0557, -0.2145, 0.2144], [0.3954, 0.1570, 0.3404], [-0.0760, 0.0417, 0.2937], [-1.0812, -3.0450, 0.2300], [2.7761, 3.2708, -0.5217], [-2.2610, 1.1642, 1.2288], [0.1536, -1.7748, 0.0643], [0.3970, -1.1912, 0.4154], [1.2732, 0.9477, -1.6694], [-0.3134, 0.4778, -0.1851], [-0.8680, 0.2349, 0.2765], [0.2450, 0.1809, -0.1223], [-0.3276, -0.2440, 0.2962], [-0.6794, 1.5772, 2.2359], [-1.8691, -2.8648, -1.8055], [4.9601, 2.8384, 1.1850], [0.0757, -0.5814, -0.8284], [0.6148, 0.3146, 0.0008], [-1.9095, 0.1204, -0.0698], [-0.4361, -0.4398, 0.0718], [0.3013, -0.1091, -0.5697], [-0.4419, -0.4572, 0.2222], [-0.6504, -0.3829, -0.4730], [3.3698, -4.0913, -1.8226], [-2.8454, 3.1445, 0.0006], [0.7702, 0.9046, 1.5592], [-0.8517, -2.3922, -0.7523], [1.4510, -1.3083, 0.3795], [-1.0288, 1.6505, -0.1773], [0.1031, 0.5906, 1.2062], [0.2160, -0.1692, 0.3223], [-0.3758, 0.1658, 0.1322], [-0.8057, 1.4860, -0.8438], [2.5455, -1.4282, -2.5808], [-2.6385, 1.9918, 0.9172], [-0.2859, -1.5151, 1.0223], [-0.9396, -1.0677, -0.3565], [2.2857, -0.3447, -1.2918], [-0.2802, 0.6049, 1.0615], [-0.8293, -0.5548, 0.9870], [-0.1324, 0.3667, 0.0252], [-0.1841, 1.0344, 0.4156], [0.4713, 0.9011, -0.2147], [0.5149, -3.3676, 1.6097], [-1.2252, 2.1095, -2.2867], [-0.7273, 3.1190, 0.2396], [-0.0233, -1.6997, 0.7835], [1.0740, -4.1730, -0.0267], [0.3700, 3.1313, 0.2216], [0.1163, 0.5927, 0.1919], [-0.3737, 0.4376, -0.3266], [-0.1252, -0.1181, 0.0197], [0.4159, -0.0397, -0.4200], [4.5989, -2.5188, -3.4626], [-5.3247, -0.5151, 3.9895], [2.3668, 4.4491, -2.6673], [-1.0032, -0.4510, 2.0739], [-0.1959, -0.7681, -1.5239], [0.4792, -0.9389, 1.0276], [0.3825, 0.4831, 0.0599], [-0.2684, 0.8067, -0.8320], [-0.5255, 0.1431, 0.6334], [-0.5287, -0.6910, 0.6997], [2.8660, -0.4692, 0.4296], [-1.5935, 1.1703, -0.1061], [-1.3579, 0.8001, -0.6097], [3.7658, -1.3864, 2.1132], [0.5906, -0.2595, -1.1671], [-2.5233, 0.7622, 0.6623], [-0.0401, -1.4904, -0.7995], [-0.6358, -0.1187, -0.6972], [-0.0727, -0.1430, -0.4686], [-0.9985, 1.1360, 0.6695], [0.5802, -4.6852, 1.6064], [1.2388, 4.8077, -2.8271], [1.7303, 2.0061, -1.4521], [-1.1868, 0.6051, -0.6530], [0.5155, -0.8646, 1.5934], [-2.2411, -0.5874, 1.1226], [-0.2725, -0.4892, 0.6832], [0.0199, -0.1165, 0.0153], [-0.0755, -0.8773, -0.2710], [-0.2982, 0.1755, 0.1793], [0.3258, 2.2596, 2.9800], [-1.5167, -2.4265, -1.7807], [1.1408, 0.3479, -1.0650], [-0.3060, 0.1228, 1.3626], [0.9600, 1.0268, 1.3359], [-0.2350, -0.5639, -2.2928], [-0.6979, 0.4013, 0.4900], [0.2822, -0.2073, -0.7304], [0.2336, 0.0759, -0.5618], [-0.1954, -1.0344, 0.2581]],
  "multiplicity": 1,
  "homo_lumo_gap_ev": 10.08,
  "relative_energy_ev": 4.512,
  "smiles": "C[C@H]1COC(=O)O1.O=C1OCCO1.O=C1OCCO1.O=C1OCCO1.O=C1OCCO1.O=C1OCCO1.O=C1OCCO1.O=C1OCCO1.O=C1OCCO1.O=C1OCCO1",
  "lumo_energy_ev": -0.3
}

---

{
  "formula": "C31H43Cl2O2P3W",
  "method": "ωB97M-V/def2-TZVPD",
  "symbols": ["P", "C", "C", "H", "C", "H", "C", "H", "C", "H", "C", "H", "C", "C", "H", "C", "H", "C", "H", "C", "H", "C", "H", "C", "C", "H", "C", "H", "C", "H", "C", "H", "C", "H", "W", "C", "C", "H", "C", "O", "H", "C", "H", "C", "Cl", "Cl", "P", "C", "H", "H", "H", "C", "H", "H", "H", "C", "H", "H", "H", "P", "C", "C", "H", "H", "H", "H", "H", "H", "C", "H", "H", "H", "H", "C", "C", "O", "H", "H", "H", "H", "H", "H"],
  "positions_angstrom": [[-1.946, -0.050, -1.236], [-3.407, -1.027, -1.579], [-4.660, -0.605, -1.093], [-4.728, 0.274, -0.452], [-5.807, -1.313, -1.457], [-6.775, -0.978, -1.084], [-5.705, -2.427, -2.294], [-6.603, -2.982, -2.570], [-4.461, -2.838, -2.786], [-4.382, -3.695, -3.454], [-3.305, -2.142, -2.433], [-2.323, -2.436, -2.813], [-2.335, 1.172, 0.015], [-2.667, 0.699, 1.299], [-2.849, -0.370, 1.450], [-2.768, 1.603, 2.354], [-2.992, 1.234, 3.354], [-2.596, 2.973, 2.127], [-2.682, 3.674, 2.958], [-2.313, 3.444, 0.846], [-2.195, 4.513, 0.663], [-2.176, 2.555, -0.219], [-1.963, 2.929, -1.223], [-1.484, 0.856, -2.731], [-2.523, 1.542, -3.387], [-3.546, 1.477, -3.008], [-2.245, 2.311, -4.516], [-3.055, 2.848, -5.008], [-0.940, 2.379, -5.011], [-0.726, 2.975, -5.900], [0.087, 1.669, -4.382], [1.101, 1.698, -4.780], [-0.173, 0.904, -3.241], [0.615, 0.315, -2.763], [1.249, -1.840, 0.590], [2.323, -0.270, 1.623], [2.061, 1.018, 1.279], [3.113, -0.438, 2.372], [0.996, 1.222, 0.204], [1.403, 2.287, -0.689], [0.827, 2.282, -1.474], [0.838, -0.108, -0.400], [0.052, 1.499, 0.719], [-0.216, -0.984, -0.647], [3.367, -2.810, 0.866], [0.538, -3.831, -0.441], [0.333, -2.572, 2.670], [1.015, -4.207, 3.064], [2.071, -4.116, 3.344], [0.939, -4.874, 2.198], [0.453, -4.634, 3.907], [0.749, -1.533, 4.076], [0.416, -0.505, 3.897], [1.837, -1.525, 4.222], [0.267, -1.923, 4.982], [-1.448, -2.734, 2.535], [-1.713, -3.200, 1.579], [-1.916, -1.744, 2.593], [-1.817, -3.359, 3.360], [2.845, 2.416, 2.148], [4.127, 1.852, 3.256], [1.557, 3.286, 3.036], [4.920, 1.343, 2.695], [3.731, 1.165, 4.012], [4.568, 2.720, 3.769], [0.745, 3.539, 2.344], [1.965, 4.205, 3.472], [1.154, 2.653, 3.835], [3.524, 3.478, 0.890], [4.365, 2.968, 0.410], [3.848, 4.430, 1.322], [2.741, 3.631, 0.141], [-0.228, -1.695, -1.501], [3.976, -3.245, -2.629], [4.431, -1.839, -2.313], [3.299, -0.962, -2.374], [3.464, -3.687, -1.766], [4.837, -3.874, -2.874], [3.285, -3.272, -3.476], [4.849, -1.787, -1.300], [5.189, -1.527, -3.047], [3.598, -0.076, -2.122]],
  "forces_ev_per_a": [[1.4017, -0.2771, 0.6269], [-0.2775, -0.3060, -0.0417], [0.2092, -0.2306, -0.1787], [-0.0801, -0.2647, -0.1679], [0.2452, 0.0507, 0.0038], [0.2218, -0.1593, -0.1313], [0.1227, 0.0429, 0.0235], [0.2600, 0.1836, 0.0678], [0.2214, 0.1564, 0.0750], [-0.0862, 0.2087, 0.2095], [-0.1984, 0.2514, 0.2502], [-0.3307, -0.0652, 0.0073], [-0.0832, 0.5276, 0.3189], [0.1876, 0.3160, -0.1756], [0.1013, 0.4456, -0.0233], [-0.0815, -0.0886, -0.1141], [-0.0343, 0.1412, -0.1887], [0.1454, -0.1393, 0.0110], [-0.0169, -0.1847, -0.2318], [-0.0087, 0.0530, -0.0745], [-0.0753, -0.2974, 0.0979], [-0.1341, -0.5342, 0.2131], [0.0045, -0.1358, 0.3599], [0.0449, -0.0251, -0.3473], [0.2299, -0.0367, -0.0008], [0.2468, 0.0317, -0.1378], [0.0653, -0.1056, 0.1128], [0.2191, -0.1210, 0.0801], [0.0424, -0.1581, 0.1881], [-0.0540, -0.1811, 0.2604], [-0.0461, -0.0037, 0.0948], [-0.2719, -0.0055, 0.0628], [-0.3798, -0.0245, 0.0296], [-0.1484, 0.2721, -0.3519], [3.2069, -0.1254, -1.2245], [-0.1310, 1.0911, 0.1830], [0.4364, -0.1836, 0.6936], [-0.4395, -0.0585, -0.1814], [0.6522, 1.4807, 0.4522], [-0.6091, -0.7931, 0.0659], [0.1214, 0.0004, 0.2686], [-0.6148, -2.0548, 1.4634], [0.2357, -0.0586, -0.3514], [-3.6869, 2.3969, -3.6829], [-0.1764, -0.3229, -0.0402], [0.0284, -0.5863, 0.0653], [0.0616, -0.1251, 0.6370], [-0.0038, -0.2406, 0.0594], [-0.2519, 0.0613, -0.1267], [-0.0095, 0.1747, 0.1796], [0.0875, 0.1219, -0.1646], [-0.2492, 0.2033, 0.5477], [0.0174, -0.2044, 0.0488], [-0.2615, -0.0989, -0.0913], [0.1382, 0.1370, -0.1276], [-0.5641, -0.1771, 0.4242], [0.1475, 0.0551, 0.2117], [0.1453, -0.2501, 0.0547], [-0.0714, 0.1812, -0.1920], [-0.5910, -0.7590, -1.0614], [0.2427, -0.0904, 0.3158], [-0.0430, 0.2116, 0.2846], [-0.2141, 0.1174, 0.0483], [0.0289, 0.1797, -0.1622], [-0.1484, -0.1799, -0.1564], [0.1721, -0.0139, 0.0677], [-0.1456, -0.1438, -0.0559], [0.1086, 0.1098, -0.1488], [0.2041, 0.3871, 0.0489], [-0.0768, 0.1098, 0.0915], [0.0527, -0.1069, -0.1110], [0.2387, 0.1128, 0.1995], [0.4819, 0.0999, 0.5306], [-0.1640, -0.2501, 0.2163], [0.2212, -0.1005, -0.1813], [-0.3160, 0.4043, 0.2048], [0.0684, 0.0213, -0.1993], [-0.1024, 0.0650, 0.0711], [0.1627, 0.1505, 0.0119], [0.1640, -0.0941, -0.2212], [-0.1547, 0.0740, 0.2193], [-0.0613, -0.2657, -0.1132]],
  "multiplicity": 3,
  "charge": 2,
  "homo_lumo_gap_ev": [6.38, 7.11],
  "s_squared": 2.02,
  "lumo_energy_ev": [-6.7, -6.9]
}

---

Which formula does entry 1 have? C31H42O30